Entry 1:
An isolated molecule of C17H19ClN4O3S at a distorted geometry. Source: the Open Molecules 2025 dataset; level of theory: wB97M-V/def2-TZVPD.

Properties
Highest occupied orbital energy: -7.7 eV
SMILES: CS(=O)(=O)N1CCN(c2ccc(NC(=O)c3cccnc3Cl)cc2)CC1
E_LUMO: 0.3 eV
Orbital gap: 8.010 eV
E_tot: -53397.8004 eV
Charge: 0

Cartesian coordinates (Å):
C -1.9342 -0.7258 3.4094
H -1.6509 -1.4464 4.1643
H -2.7306 -1.1149 2.7886
H -2.2239 0.2157 3.8549
S -0.4987 -0.4020 2.3549
O -0.8527 0.6452 1.4467
O -0.0479 -1.6578 1.8279
N 0.5646 0.1870 3.5139
C 1.1264 1.5033 3.2864
H 1.1206 2.0568 4.2321
C 2.5623 1.3781 2.7313
N 2.7430 0.1280 2.0333
C 2.3154 -0.0166 0.7180
C 2.6507 -1.1775 0.0121
C 2.2261 -1.3729 -1.2839
C 1.4636 -0.4046 -1.9243
C 1.2054 0.7907 -1.2675
C 1.6308 0.9865 0.0294
H 1.3897 1.9238 0.5003
H 0.6550 1.5704 -1.7707
N 0.9511 -0.6354 -3.2192
C -0.3514 -0.5242 -3.5713
O -0.7349 -0.6619 -4.7127
C -1.2909 -0.3144 -2.4188
C -1.4658 -1.3116 -1.4667
C -2.4166 -1.1482 -0.4736
C -3.1639 0.0177 -0.4680
N -3.0017 0.9809 -1.3569
C -2.0958 0.8174 -2.2948
Cl -1.9036 2.1231 -3.3929
H -3.9303 0.2029 0.2722
H -2.5629 -1.9131 0.2713
H -0.8635 -2.2067 -1.5070
H 1.5893 -0.9278 -3.9480
H 2.4779 -2.2871 -1.8018
H 3.2508 -1.9408 0.4823
C 2.6533 -1.0022 2.9368
H 2.4139 -1.8960 2.3655
C 1.5362 -0.7744 3.9843
H 1.9431 -0.3953 4.9262
H 1.0100 -1.7083 4.1772
H 3.6167 -1.1417 3.4439
H 2.8054 2.2107 2.0721
H 3.2800 1.3824 3.5593
H 0.4618 1.9987 2.5797

Force components x, y, z for each atom (eV/Å):
C 0.68 0.15 -0.58
H 0.06 -0.13 0.15
H -0.10 -0.10 -0.18
H -0.04 0.16 0.09
S -0.99 -0.04 0.93
O -0.03 0.32 0.26
O 0.15 -0.19 0.23
N -0.59 -0.27 -0.72
C 0.01 0.48 -0.12
H 0.00 0.00 -0.10
C -0.01 -0.03 0.00
N 0.02 0.10 0.24
C 0.24 0.06 -0.56
C 0.01 0.05 0.01
C -0.18 0.11 -0.02
C 0.20 0.21 0.31
C 0.23 -0.21 -0.17
C 0.18 -0.05 0.11
H -0.06 0.07 0.12
H -0.05 0.10 -0.08
N 0.51 -0.14 -0.21
C -0.13 -0.09 -0.04
O -0.12 0.03 -0.08
C -0.49 0.04 0.04
C -0.17 0.18 -0.02
C -0.03 0.00 -0.23
C 0.01 -0.34 0.09
N -0.02 0.40 -0.21
C 0.05 -0.52 0.23
Cl 0.12 0.37 -0.34
H -0.03 -0.08 0.14
H -0.04 -0.07 0.10
H 0.09 -0.07 0.00
H -0.18 0.08 0.00
H -0.01 -0.11 -0.05
H 0.07 -0.05 0.06
C 0.19 -0.16 0.13
H 0.09 0.06 0.08
C 0.18 -0.39 0.10
H -0.08 -0.05 -0.03
H 0.20 -0.08 0.19
H -0.10 -0.10 0.01
H 0.02 0.03 0.10
H -0.02 0.09 -0.07
H 0.17 0.20 0.11

---

Entry 2:
A structure of composition C17H19CuNS at a distorted geometry. Source: the Open Molecules 2025 dataset; level of theory: wB97M-V/def2-TZVPD.

Properties
Highest occupied orbital energy (spin up / spin down): -7.0 / -7.3 eV
E_LUMO (spin up / spin down): 0.0 / 0.0 eV
Orbital gap (spin up / spin down): 7.060 / 7.264 eV
E_tot: -74897.5260 eV
Charge: 0
2S+1: 2

Cartesian coordinates (Å):
C 0.6235 -0.6445 -1.7286
C 0.0050 2.4275 -2.1755
C -0.6879 -0.8973 -2.3036
H 1.1179 -1.6247 -1.8163
C -1.2134 2.1565 -1.6946
H 0.4954 3.3665 -1.8947
H -1.1197 -1.8701 -2.0442
H -1.6043 2.7850 -0.8843
C -1.5721 -0.0065 -3.0360
H -2.4078 -0.6656 -3.3326
H -1.1709 0.4129 -3.9681
C 1.5424 0.3872 -2.4061
H 2.1331 -0.1373 -3.1694
H 2.2612 0.7716 -1.6699
C 0.8725 1.6014 -3.0793
H 0.3854 1.2902 -4.0086
H 1.6930 2.2624 -3.4023
C -2.1949 1.1275 -2.1825
H -2.9824 1.6136 -2.7840
H -2.6977 0.6753 -1.3131
Cu 1.2609 -1.5106 0.6403
H 0.6089 -0.4568 -0.5627
S 1.6539 1.0249 3.9706
C 2.7432 1.7284 2.8105
C 2.8833 0.9248 1.6711
C 2.0433 -0.2104 1.7240
C 1.3092 -0.2838 2.8912
C 0.2769 -1.2354 3.0838
C -0.4687 -1.4055 4.2548
C -1.7061 -2.0335 4.1611
C -2.1944 -2.4329 2.9052
C -1.3417 -2.3689 1.7917
N -0.0922 -1.8837 1.9258
H 3.2337 2.6743 3.0131
H 3.5269 1.1480 0.8281
H -0.0518 -1.0198 5.1864
H -2.3071 -2.1918 5.0563
H -3.2099 -2.8002 2.7522
H -1.6466 -2.6988 0.7900

Force components x, y, z for each atom (eV/Å):
C 0.96 -0.14 0.93
C -0.20 0.19 0.28
C -0.20 -1.03 0.46
H 0.35 0.02 0.21
C 0.00 0.47 -0.07
H -0.24 -0.42 0.52
H 0.16 0.29 -0.05
H 0.13 0.10 -0.49
C -1.68 0.12 -0.56
H 0.11 0.47 -0.17
H -0.10 -0.19 0.32
C 0.14 0.14 0.13
H -0.10 0.17 0.09
H -0.14 -0.20 -0.04
C 0.50 0.15 -0.68
H 0.11 0.14 0.26
H -0.17 -0.27 0.01
C 0.34 -0.45 0.12
H 0.25 0.02 0.25
H 0.04 0.09 -0.22
Cu 0.58 -0.70 -1.55
H -0.49 0.53 -1.71
S 0.46 0.61 -0.49
C 0.10 -0.93 -0.68
C -0.53 0.83 1.75
C 0.72 0.35 0.14
C 1.78 0.85 -0.10
C -1.54 -0.92 -0.50
C -0.06 -0.22 -0.20
C 0.00 -0.07 -0.32
C 0.10 -0.06 -0.46
C 0.46 0.09 1.42
N -1.92 -0.09 0.69
H -0.10 -0.17 0.12
H -0.02 0.17 0.20
H -0.36 -0.09 -0.19
H 0.08 0.12 -0.25
H 0.31 0.05 0.28
H 0.21 0.00 0.56

---

Entry 3:
A cluster of 2 separate species, C17H19N in total at a distorted geometry. Source: the Open Molecules 2025 dataset; level of theory: wB97M-V/def2-TZVPD.

Properties
Highest occupied orbital energy (spin up / spin down): -11.5 / -11.5 eV
E_LUMO (spin up / spin down): -3.7 / -7.3 eV
Orbital gap (spin up / spin down): 7.786 / 4.193 eV
E_tot: -19417.7336 eV
Charge: +1
2S+1: 2

Cartesian coordinates (Å):
C -2.8222 -0.1143 -1.5148
C -2.6544 1.3278 -1.7875
C -1.8543 -1.0114 -2.3076
C -1.1525 -0.4534 -3.3956
C -1.7235 -2.4107 -2.0957
C -0.2217 -1.2299 -4.0090
C -0.7084 -3.1367 -2.8097
C -0.0274 -2.5583 -3.8696
H -2.6653 -0.3752 -0.4770
H -3.9023 -0.4639 -1.6856
H -3.0247 1.6774 -2.8635
H -1.3458 0.5065 -3.7684
H -2.3577 -2.9236 -1.3854
H 0.5188 -0.7572 -4.6640
H -0.4668 -4.1700 -2.4636
H 0.6684 -3.2140 -4.5608
H -1.5522 1.6064 -1.7349
H -3.2735 2.0477 -1.0467
C 3.4028 -1.1139 2.8216
C 1.7723 -0.6263 0.8218
C 2.2851 -0.4149 2.0947
C 0.7747 1.2627 1.6760
C 1.6920 0.7770 2.6905
C 0.0760 2.4890 1.8650
C 1.5921 1.4788 3.9075
C -0.0271 3.0679 3.1133
C 0.7840 2.5635 4.1112
N 0.8360 0.4391 0.5704
H 2.0456 -1.3491 -0.0020
H 0.1712 0.3921 -0.2676
H 3.2960 -2.2677 2.7222
H 3.4404 -0.9146 3.9012
H -0.4079 2.7349 1.0119
H 2.2488 1.0945 4.6304
H -0.7389 3.8821 3.3640
H 0.8769 3.2104 4.9926
H 4.4454 -1.0524 2.4150

Force components x, y, z for each atom (eV/Å):
C -1.44 -2.43 -0.53
C -0.84 3.82 -0.59
C -1.01 -0.31 -1.02
C -0.39 -1.46 2.04
C 1.78 0.73 -0.61
C 2.11 1.43 -2.78
C -1.46 -0.85 1.17
C 1.15 -2.92 0.33
H 0.10 0.25 0.55
H 1.40 0.55 0.01
H 0.83 -0.94 2.22
H 0.07 1.34 -0.04
H 0.20 0.03 0.27
H -0.75 0.18 -0.39
H -0.57 0.77 -0.65
H -1.25 1.73 1.71
H -1.28 -0.04 0.00
H 1.49 -1.80 -1.53
C 0.30 -2.93 -0.55
C -2.18 2.25 -2.03
C 1.95 0.89 2.63
C 0.74 1.62 2.10
C -3.07 0.39 -2.64
C 1.17 -3.75 0.08
C 1.58 -1.65 -0.98
C -0.18 0.41 0.60
C -0.24 1.78 0.58
N 1.11 -3.19 -1.33
H -0.54 0.88 1.33
H 1.32 0.35 1.58
H -0.25 1.71 0.23
H -0.16 0.22 -0.49
H -1.96 1.62 -2.23
H 0.60 -0.01 1.48
H 0.79 -0.47 -0.59
H -0.14 -0.93 0.06
H -0.94 0.74 0.01

---

Entry 4:
An isolated molecule of C17H19N3 at a distorted geometry. Source: the Open Molecules 2025 dataset; level of theory: wB97M-V/def2-TZVPD.

Properties
Highest occupied orbital energy: -8.3 eV
SMILES: CC(C)N1C(c2ccncc2)=NC[C@@H]1c1ccccc1
E_LUMO: 0.5 eV
Orbital gap: 8.796 eV
E_tot: -22407.0913 eV
Charge: 0

Cartesian coordinates (Å):
N -0.4945 -1.3036 1.9302
N 3.5019 1.1867 3.5957
C -0.0023 -0.1587 1.5841
C 3.4234 1.1721 2.2399
C 2.4066 0.8101 4.3105
C -0.0272 -2.5156 -3.7742
C -1.3389 -2.0251 -3.7266
C 0.8552 -2.3461 -2.6716
C 2.2802 0.7873 1.5957
C 1.2046 0.4595 3.7201
C -1.8034 -1.4166 -2.5575
C 0.3832 -1.6820 -1.5255
C 1.1388 0.4123 2.3328
C -0.9417 -1.2622 -1.4670
N -0.5406 0.3323 0.3712
C -1.8741 2.4630 0.2537
C -0.0702 1.9533 -1.4445
C -1.4600 -1.7480 0.8791
C -1.4744 -0.6927 -0.2033
C -0.5227 1.7765 -0.0046
H 4.3457 1.3976 1.7214
H 2.4411 0.7493 5.4199
H 0.3212 -2.9919 -4.6799
H -2.0054 -2.1639 -4.5652
H 1.8570 -2.7210 -2.8323
H 2.2893 0.6710 0.5188
H 0.4226 0.0802 4.3533
H -2.8298 -1.0217 -2.4727
H 1.0130 -1.5917 -0.6571
H -2.6640 1.9990 -0.3790
H -2.1554 2.2614 1.2822
H -1.8826 3.5590 0.0316
H -0.7675 1.4924 -2.1544
H 0.9323 1.5104 -1.5753
H 0.0001 3.0135 -1.6145
H -2.4821 -1.7716 1.2504
H -1.2581 -2.7698 0.5581
H -2.4352 -0.2034 -0.2973
H 0.2139 2.2985 0.6538

Force components x, y, z for each atom (eV/Å):
N 0.21 0.05 -0.25
N -0.77 -0.30 0.32
C -2.08 -1.51 -1.08
C 0.06 -0.22 2.11
C 0.88 0.51 -0.52
C -0.01 0.62 0.83
C 0.41 -0.27 0.57
C -1.50 0.39 -0.94
C -0.87 -0.39 -0.27
C 0.22 -0.50 -0.42
C 0.26 0.12 -0.01
C 0.27 -1.04 -0.99
C 0.54 0.55 -0.59
C -0.49 0.23 -1.09
N 1.08 0.88 0.91
C -0.48 -0.29 -0.64
C 0.41 -0.48 0.27
C -0.49 0.42 1.59
C 1.66 1.38 0.44
C 0.04 -0.22 0.28
H -0.07 0.14 -0.10
H 0.50 0.29 -0.92
H 0.07 -0.08 0.02
H 0.01 0.04 -0.11
H 0.12 0.11 0.56
H -0.16 0.15 -0.04
H -0.42 0.08 -0.10
H 0.55 -0.33 -0.15
H 0.18 0.17 0.17
H 0.43 0.34 0.25
H -0.14 0.31 0.24
H 0.22 -0.90 0.28
H 0.16 0.13 0.11
H -0.43 0.12 -0.10
H 0.01 0.48 -0.43
H -0.02 -0.24 0.73
H 0.37 0.22 -0.20
H -0.36 -0.23 -0.38
H -0.37 -0.70 -0.37

---

Entry 5:
An isolated molecule of C17H19N3O4 at a distorted geometry. Source: the Open Molecules 2025 dataset; level of theory: wB97M-V/def2-TZVPD.

Properties
Highest occupied orbital energy: -7.4 eV
SMILES: COc1ccc(-c2nc(C#N)c(NC[C@H]3CCCO3)o2)cc1OC
E_LUMO: 0.4 eV
Orbital gap: 7.878 eV
E_tot: -30596.2187 eV
Charge: 0

Cartesian coordinates (Å):
C -6.1605 -1.2322 0.7368
H -7.1028 -0.6882 0.6966
O -5.1947 -0.3534 0.2146
C -3.9067 -0.7775 0.1396
C -3.4471 -2.0218 0.5450
C -2.1099 -2.3571 0.4267
C -1.2085 -1.4447 -0.1055
C -1.6595 -0.1860 -0.5201
C -2.9909 0.1563 -0.4024
O -3.5274 1.3524 -0.7718
C -2.6731 2.3262 -1.3147
H -1.8966 2.6246 -0.6015
H -3.3073 3.1837 -1.5336
H -2.2022 1.9800 -2.2411
H -0.9456 0.5062 -0.9358
C 0.1834 -1.7959 -0.2218
N 0.7364 -2.9097 0.1328
C 2.0713 -2.7759 -0.1522
C 2.2694 -1.5147 -0.6945
N 3.3818 -0.9391 -1.2277
H 4.2327 -1.4229 -0.9709
C 3.4777 0.5038 -1.2385
H 2.5174 0.8923 -1.5838
C 3.7962 1.0671 0.1645
C 3.6846 2.6063 0.2037
H 4.6366 3.0694 0.4521
C 2.6202 2.8681 1.2760
H 1.9609 3.6953 1.0249
C 1.8831 1.5296 1.3336
H 1.4219 1.3176 2.2981
H 1.1137 1.4708 0.5500
O 2.8826 0.5571 1.1179
H 3.0908 3.0689 2.2380
H 3.3625 2.9831 -0.7673
H 4.7881 0.7110 0.4681
H 4.2588 0.7968 -1.9428
O 1.0803 -0.8952 -0.7503
C 3.0507 -3.7428 0.0842
N 3.8986 -4.4978 0.2595
H -1.7512 -3.3223 0.7428
H -4.1306 -2.7450 0.9595
H -6.2432 -2.1437 0.1358
H -5.9420 -1.5007 1.7755

Force components x, y, z for each atom (eV/Å):
C -0.16 -0.17 0.10
H 0.05 -0.08 0.02
O 0.39 0.16 -0.13
C 0.01 0.16 -0.07
C -0.27 0.19 -0.03
C 0.41 0.20 -0.16
C -0.64 0.27 0.02
C -0.04 0.00 0.01
C -0.26 0.02 0.05
O -0.12 -0.38 0.17
C 0.15 0.15 -0.09
H -0.01 -0.03 -0.03
H 0.09 -0.03 0.00
H 0.00 0.01 0.05
H 0.01 0.13 -0.05
C 0.58 -1.18 0.37
N -0.88 0.36 0.02
C -0.10 1.59 -0.59
C 0.36 -1.27 0.24
N -0.21 -0.02 -0.02
H -0.11 -0.06 -0.04
C 0.07 0.22 0.53
H 0.12 0.10 -0.06
C 0.23 0.05 -0.47
C 0.03 -0.16 0.07
H 0.01 0.05 -0.06
C -0.06 -0.24 0.05
H -0.01 0.07 0.03
C -0.23 0.33 0.07
H -0.04 0.03 -0.07
H 0.00 0.00 0.06
O 0.12 -0.18 0.07
H -0.03 0.03 0.01
H 0.02 0.05 -0.05
H -0.08 0.05 -0.06
H -0.10 0.08 0.00
O 0.18 0.13 -0.13
C 0.30 -0.25 0.07
N 0.31 -0.24 0.04
H 0.01 -0.12 0.05
H -0.10 -0.04 0.03
H 0.02 0.03 0.03
H 0.00 0.00 -0.05

---

Entry 6:
A structure of composition C17H19N3O6PS2Sn. Source: the Open Molecules 2025 dataset; level of theory: wB97M-V/def2-TZVPD.

Properties
Highest occupied orbital energy (spin up / spin down): -1.5 / -2.0 eV
E_LUMO (spin up / spin down): 4.7 / 4.4 eV
Orbital gap (spin up / spin down): 6.175 / 6.391 eV
E_tot: -71488.9248 eV
Charge: -2
2S+1: 2

Cartesian coordinates (Å):
Sn -0.7071 -0.9454 1.2341
C 4.6038 -2.5557 -0.5105
C 3.2534 -2.7805 -0.7567
C 2.2856 -2.1709 0.0193
C 2.6424 -1.3116 1.0693
C 4.0043 -1.0800 1.3084
C 4.9652 -1.7003 0.5258
N 1.6143 -0.7331 1.8132
N 2.0165 0.0089 2.8171
C 1.0320 0.6401 3.5082
C 1.4051 1.4254 4.6250
C 0.4415 2.0884 5.3376
C -0.9037 1.9864 4.9524
C -1.1914 1.2064 3.8534
N -0.2670 0.5513 3.1523
H 5.3609 -3.0402 -1.1152
H 2.9520 -3.4360 -1.5649
H 1.2350 -2.3536 -0.1784
H 4.2798 -0.4094 2.1100
H 6.0145 -1.5109 0.7249
H 2.4544 1.4775 4.8823
H 0.7165 2.6922 6.1945
H -1.6916 2.5012 5.4852
H -2.2117 1.1013 3.4951
C -1.7461 4.0400 -4.6376
C -1.7011 3.8681 -3.1327
O -0.7970 2.8144 -2.8230
P -1.2941 1.5593 -1.8870
S 0.3037 0.4136 -1.7526
S -2.2984 2.2235 -0.3341
O -2.4218 0.8836 -2.8543
C -2.0546 0.0126 -3.9281
C -2.3616 -1.4218 -3.5510
H -2.3972 4.8803 -4.9017
H -2.1342 3.1343 -5.1086
H -0.7460 4.2317 -5.0337
H -2.6934 3.6557 -2.7358
H -1.3420 4.7796 -2.6488
H -0.9968 0.1296 -4.1637
H -2.6416 0.3251 -4.7962
H -1.7461 -1.7244 -2.7040
H -2.1633 -2.0900 -4.3958
H -3.4085 -1.5184 -3.2590
O -1.3683 -4.4282 3.5127
C -1.3289 -3.5557 2.6633
O -0.8159 -2.3715 2.8505
C -1.9234 -3.8046 1.2298
O -2.7057 -4.7312 1.0573
O -1.5224 -2.9567 0.3516

Force components x, y, z for each atom (eV/Å):
Sn -0.55 -0.11 -0.02
C 0.00 0.05 0.09
C -0.02 0.00 -0.01
C -0.01 0.06 0.09
C -0.16 -0.06 -0.05
C 0.03 0.03 0.04
C -0.05 -0.02 -0.03
N -0.09 -0.23 -0.20
N -0.02 0.19 0.22
C 0.04 -0.03 -0.02
C 0.04 0.05 0.06
C 0.01 -0.03 -0.03
C 0.03 0.02 0.01
C 0.02 -0.04 -0.14
N 0.16 -0.12 0.13
H 0.00 0.02 -0.01
H -0.03 0.01 0.02
H 0.02 -0.07 -0.07
H 0.00 -0.03 -0.02
H 0.00 0.01 0.01
H -0.01 0.01 0.01
H 0.02 0.00 0.01
H 0.01 -0.02 -0.01
H 0.03 -0.02 0.01
C -0.05 0.07 -0.05
C 0.09 -0.15 -0.08
O -0.03 0.07 0.03
P 0.07 0.07 -0.10
S -0.01 0.09 0.03
S 0.11 0.02 0.02
O -0.03 -0.07 -0.09
C -0.05 0.01 0.12
C 0.01 0.01 0.00
H 0.04 -0.04 -0.03
H 0.02 0.03 0.02
H -0.04 -0.01 0.02
H -0.06 -0.02 0.05
H 0.01 0.03 0.04
H 0.07 0.02 -0.01
H -0.04 0.03 -0.03
H 0.00 -0.02 -0.01
H 0.00 0.02 0.05
H 0.00 -0.02 -0.03
O 0.00 0.10 -0.03
C -0.01 -0.06 0.09
O 0.07 0.14 -0.05
C 0.00 0.02 -0.08
O 0.12 0.07 0.01
O 0.22 -0.06 0.04

---

What did the third record say?
A cluster of 2 separate species, C17H19N in total at a distorted geometry. Source: the Open Molecules 2025 dataset; level of theory: wB97M-V/def2-TZVPD.

Properties
Highest occupied orbital energy (spin up / spin down): -11.5 / -11.5 eV
E_LUMO (spin up / spin down): -3.7 / -7.3 eV
Orbital gap (spin up / spin down): 7.786 / 4.193 eV
E_tot: -19417.7336 eV
Charge: +1
2S+1: 2

Cartesian coordinates (Å):
C -2.8222 -0.1143 -1.5148
C -2.6544 1.3278 -1.7875
C -1.8543 -1.0114 -2.3076
C -1.1525 -0.4534 -3.3956
C -1.7235 -2.4107 -2.0957
C -0.2217 -1.2299 -4.0090
C -0.7084 -3.1367 -2.8097
C -0.0274 -2.5583 -3.8696
H -2.6653 -0.3752 -0.4770
H -3.9023 -0.4639 -1.6856
H -3.0247 1.6774 -2.8635
H -1.3458 0.5065 -3.7684
H -2.3577 -2.9236 -1.3854
H 0.5188 -0.7572 -4.6640
H -0.4668 -4.1700 -2.4636
H 0.6684 -3.2140 -4.5608
H -1.5522 1.6064 -1.7349
H -3.2735 2.0477 -1.0467
C 3.4028 -1.1139 2.8216
C 1.7723 -0.6263 0.8218
C 2.2851 -0.4149 2.0947
C 0.7747 1.2627 1.6760
C 1.6920 0.7770 2.6905
C 0.0760 2.4890 1.8650
C 1.5921 1.4788 3.9075
C -0.0271 3.0679 3.1133
C 0.7840 2.5635 4.1112
N 0.8360 0.4391 0.5704
H 2.0456 -1.3491 -0.0020
H 0.1712 0.3921 -0.2676
H 3.2960 -2.2677 2.7222
H 3.4404 -0.9146 3.9012
H -0.4079 2.7349 1.0119
H 2.2488 1.0945 4.6304
H -0.7389 3.8821 3.3640
H 0.8769 3.2104 4.9926
H 4.4454 -1.0524 2.4150

Force components x, y, z for each atom (eV/Å):
C -1.44 -2.43 -0.53
C -0.84 3.82 -0.59
C -1.01 -0.31 -1.02
C -0.39 -1.46 2.04
C 1.78 0.73 -0.61
C 2.11 1.43 -2.78
C -1.46 -0.85 1.17
C 1.15 -2.92 0.33
H 0.10 0.25 0.55
H 1.40 0.55 0.01
H 0.83 -0.94 2.22
H 0.07 1.34 -0.04
H 0.20 0.03 0.27
H -0.75 0.18 -0.39
H -0.57 0.77 -0.65
H -1.25 1.73 1.71
H -1.28 -0.04 0.00
H 1.49 -1.80 -1.53
C 0.30 -2.93 -0.55
C -2.18 2.25 -2.03
C 1.95 0.89 2.63
C 0.74 1.62 2.10
C -3.07 0.39 -2.64
C 1.17 -3.75 0.08
C 1.58 -1.65 -0.98
C -0.18 0.41 0.60
C -0.24 1.78 0.58
N 1.11 -3.19 -1.33
H -0.54 0.88 1.33
H 1.32 0.35 1.58
H -0.25 1.71 0.23
H -0.16 0.22 -0.49
H -1.96 1.62 -2.23
H 0.60 -0.01 1.48
H 0.79 -0.47 -0.59
H -0.14 -0.93 0.06
H -0.94 0.74 0.01